Entry i
21
Properties=species:S:1:pos:R:3:mulliken_charge:R:1 method="wB97M-V/def2-TZVPD" multiplicity=1 homo_lumo_gap_ev=9.27 lumo_energy_ha=0.0140 smiles="O=C(Nc1ccccc1)C(O)(O)Cl"
Cl 3.426 0.941 1.138 -0.232
O 1.523 -1.753 0.258 -0.641
O 3.959 -1.081 -0.387 -0.487
O 2.945 0.727 -1.462 -0.480
N 0.656 0.367 -0.216 -0.071
C -3.476 -0.010 0.576 -0.444
C -2.937 1.209 0.144 -0.671
C -0.744 0.198 0.000 0.475
C 1.635 -0.610 -0.080 0.295
C 3.033 -0.056 -0.410 0.618
C -1.335 -1.048 0.245 -0.395
C -1.550 1.305 -0.114 -0.412
C -2.680 -1.106 0.557 -0.260
H 0.980 1.069 -0.850 0.236
H 3.599 1.400 -1.489 0.358
H -4.559 -0.180 0.876 0.279
H 3.847 -1.619 0.392 0.354
H -0.669 -2.003 0.263 0.244
H -0.962 2.142 -0.375 0.398
H -3.247 -1.954 0.882 0.337
H -3.444 2.063 0.053 0.498

***

Entry ii
21
Properties=species:S:1:pos:R:3:mulliken_charge:R:1 method="wB97M-V/def2-TZVPD" multiplicity=1 homo_lumo_gap_ev=9.56 lumo_energy_ha=0.0223 smiles="O=C=Nc1ccccc1.O=CO.Cl"
Cl -3.371 -1.256 -0.781 -0.315
O 0.868 -0.881 -2.726 -0.459
O -1.107 -3.086 -1.306 -0.517
O -2.021 -2.477 -3.233 -0.363
N 1.074 0.704 -1.022 -0.244
C -1.135 -3.134 -2.494 0.178
C 0.918 -0.142 -1.836 0.605
C 0.497 0.707 2.719 -0.331
C 0.910 1.032 0.302 0.243
C 1.288 2.797 1.815 -0.264
C 1.272 2.329 0.525 -0.239
C 0.799 2.071 2.910 -0.548
C 0.577 0.188 1.432 -0.265
H 0.238 -0.079 3.545 0.255
H 0.679 2.342 3.922 0.390
H 1.680 3.066 -0.276 0.270
H -2.100 -1.431 -0.730 0.251
H 0.342 -0.873 1.254 0.369
H 1.754 3.849 1.851 0.231
H -0.406 -3.730 -2.941 0.452
H -2.757 -1.997 -2.929 0.300

***

Which one sits at the bottom of the stability order? entry ii does.

***

Entry i
7
Properties=species:S:1:pos:R:3:mulliken_charge:R:1 method="wB97M-V/def2-TZVPD" multiplicity=1 homo_lumo_gap_ev=9.44 lumo_energy_ha=-0.0278 smiles="O=PCl.O=NO"
Cl 2.062 -1.053 0.143 -0.212
P 1.857 0.944 0.574 0.553
O -0.481 0.747 0.125 -0.220
O 1.977 1.727 -0.616 -0.370
O -1.602 -1.026 0.109 -0.393
N -1.523 0.324 -0.261 0.276
H -2.289 -1.662 -0.074 0.365

***

Entry ii
7
Properties=species:S:1:pos:R:3:mulliken_charge:R:1 method="wB97M-V/def2-TZVPD" multiplicity=1 homo_lumo_gap_ev=8.97 lumo_energy_ha=-0.0709
Cl 1.683 -1.460 0.730 -0.137
P 0.608 0.198 0.458 0.946
O -1.121 -0.701 0.085 -0.076
O 0.647 0.900 -0.865 -0.599
O 0.337 0.840 1.758 -0.549
N -1.453 -0.269 -0.953 0.019
H -0.701 0.492 -1.213 0.396

***

Which one sits at the bottom of the stability order? entry i does.